C64H105BN15O8Pb as an isolated structure. Source: the OMol25 dataset; level of theory: wB97M-V/def2-TZVPD.

Results
⟨S²⟩: 0.754
Multiplicity: 2
Frontier orbital gap (spin up / spin down): 5.0 / 10.2 eV

```
194
Properties=species:S:1:pos:R:3:lowdin_charge:R:1
Pb 0.593 6.070 -0.211 0.942
O 1.298 3.525 -0.358 -0.140
C 0.915 2.356 -0.362 -0.343
O 0.361 1.723 0.691 0.187
B 0.168 0.290 0.296 -0.839
O 0.512 0.217 -1.144 0.217
C 0.935 1.371 -1.599 -0.339
O 1.385 1.724 -2.705 0.081
O -1.254 -0.147 0.525 0.205
C -1.259 -1.249 1.223 -0.356
O -2.271 -1.862 1.541 0.122
C 0.178 -1.556 1.671 -0.330
O 0.990 -0.614 1.157 0.190
O 0.500 -2.505 2.374 0.114
C -4.406 3.120 3.609 -0.095
C -3.020 3.763 3.526 -0.239
C -1.830 2.752 3.403 -0.146
C -1.857 1.672 4.433 -0.188
N -1.883 0.780 5.178 0.176
H -4.432 2.437 4.458 0.071
H -4.529 2.551 2.688 0.059
H -5.207 3.854 3.697 0.079
H -2.827 4.408 4.383 0.102
H -3.053 4.450 2.681 0.101
H -0.853 3.234 3.436 0.092
H -1.851 2.228 2.448 0.103
C -4.453 -3.524 5.532 -0.102
C -3.388 -2.535 5.021 -0.233
C -2.117 -2.525 5.929 -0.186
C -1.577 -3.826 6.312 -0.239
N -1.174 -4.836 6.638 0.162
H -4.095 -4.550 5.625 0.070
H -5.321 -3.534 4.873 0.059
H -4.801 -3.238 6.525 0.075
H -3.773 -1.516 4.979 0.093
H -3.203 -2.878 4.003 0.076
H -2.318 -1.875 6.780 0.117
H -1.311 -1.967 5.454 0.078
C 4.906 -0.897 -6.459 -0.099
C 3.540 -0.248 -6.509 -0.234
C 3.325 0.851 -5.401 -0.172
C 4.326 1.926 -5.311 -0.203
N 5.126 2.780 -5.251 0.177
H 5.709 -0.163 -6.528 0.078
H 5.060 -1.648 -7.233 0.076
H 5.057 -1.396 -5.502 0.067
H 2.689 -0.924 -6.433 0.088
H 3.428 0.258 -7.468 0.105
H 3.231 0.438 -4.397 0.078
H 2.390 1.394 -5.537 0.079
C 2.163 -0.662 4.599 -0.097
C 1.889 -1.444 5.923 -0.210
C 1.223 -0.518 6.968 -0.207
C 1.026 -1.125 8.290 -0.221
N 0.843 -1.589 9.330 0.139
H 1.294 -0.232 4.101 0.066
H 2.505 -1.404 3.877 0.066
H 2.887 0.140 4.739 0.055
H 2.790 -1.844 6.387 0.113
H 1.175 -2.244 5.725 0.088
H 0.341 -0.016 6.572 0.086
H 1.877 0.345 7.095 0.091
C -3.408 3.153 -3.934 -0.102
C -2.813 2.161 -2.975 -0.237
C -2.993 2.555 -1.473 -0.138
C -2.241 3.764 -1.094 -0.167
N -1.592 4.651 -0.773 0.047
H -3.017 4.158 -3.774 0.073
H -4.488 3.203 -3.795 0.087
H -3.217 2.847 -4.963 0.057
H -1.747 2.046 -3.173 0.098
H -3.435 1.268 -3.035 0.093
H -2.673 1.739 -0.826 0.102
H -4.049 2.667 -1.229 0.127
C 3.970 2.456 1.943 -0.091
C 3.659 0.970 2.002 -0.242
C 3.924 0.109 0.734 -0.161
C 5.369 -0.173 0.566 -0.260
N 6.475 -0.374 0.446 0.147
H 3.253 2.945 1.285 0.044
H 5.017 2.686 1.744 0.083
H 3.782 2.877 2.931 0.049
H 2.651 0.895 2.411 0.073
H 4.247 0.612 2.847 0.103
H 3.551 0.521 -0.204 0.079
H 3.417 -0.850 0.840 0.094
C 2.058 4.975 -6.531 -0.094
C 0.529 4.830 -6.485 -0.222
C 0.042 3.956 -5.300 -0.163
C 0.292 4.640 -4.008 -0.192
N 0.518 5.179 -3.029 0.139
H 2.463 5.655 -5.782 0.068
H 2.443 5.375 -7.469 0.075
H 2.517 4.001 -6.361 0.050
H 0.189 4.311 -7.382 0.098
H 0.084 5.820 -6.388 0.113
H 0.544 2.989 -5.261 0.096
H -1.043 3.850 -5.270 0.087
C 1.912 2.718 5.436 -0.107
C 2.312 4.167 5.574 -0.234
C 1.481 5.180 4.763 -0.176
C 1.516 5.050 3.328 -0.184
N 1.573 4.950 2.173 0.102
H 2.616 2.152 6.045 0.073
H 1.969 2.406 4.393 0.062
H 0.892 2.541 5.778 0.075
H 3.283 4.265 5.089 0.106
H 2.436 4.464 6.615 0.118
H 1.753 6.211 4.988 0.127
H 0.442 5.153 5.092 0.118
C -0.897 -0.362 -4.888 -0.084
C -0.659 -0.918 -6.332 -0.213
C -0.260 0.205 -7.317 -0.185
C -1.249 1.267 -7.439 -0.213
N -2.031 2.141 -7.503 0.160
H -0.068 0.261 -4.552 0.059
H -1.002 -1.246 -4.259 0.069
H -1.819 0.220 -4.891 0.052
H -1.580 -1.374 -6.696 0.110
H 0.112 -1.680 -6.218 0.096
H -0.083 -0.109 -8.346 0.122
H 0.680 0.606 -6.937 0.088
C 3.247 -4.737 2.430 -0.104
C 2.929 -4.989 3.913 -0.221
C 1.441 -5.293 4.089 -0.205
C 0.909 -6.443 3.395 -0.230
N 0.494 -7.388 2.864 0.147
H 3.348 -5.622 1.802 0.077
H 4.172 -4.162 2.469 0.072
H 2.549 -4.107 1.877 0.037
H 3.196 -4.172 4.583 0.097
H 3.605 -5.789 4.215 0.112
H 0.780 -4.449 3.892 0.092
H 1.259 -5.538 5.136 0.108
C -3.401 -1.319 -1.992 -0.096
C -3.795 -1.807 -3.427 -0.235
C -5.261 -2.284 -3.537 -0.183
C -6.330 -1.377 -3.057 -0.233
N -7.106 -0.612 -2.671 0.133
H -3.969 -0.505 -1.542 0.056
H -2.373 -0.974 -1.883 0.057
H -3.484 -2.207 -1.366 0.045
H -3.163 -2.612 -3.801 0.097
H -3.588 -1.009 -4.140 0.072
H -5.319 -3.131 -2.854 0.090
H -5.473 -2.614 -4.554 0.114
C 4.762 2.691 -1.908 -0.100
C 5.625 3.903 -2.260 -0.245
C 4.871 5.123 -2.725 -0.174
C 3.917 5.523 -1.736 -0.182
N 3.173 5.800 -0.872 0.070
H 4.170 2.398 -2.774 0.042
H 4.063 2.888 -1.095 0.051
H 5.351 1.808 -1.660 0.066
H 6.240 3.458 -3.042 0.089
H 6.323 4.173 -1.467 0.115
H 4.317 4.944 -3.645 0.111
H 5.463 6.029 -2.856 0.131
C 2.255 -3.647 -0.946 -0.080
C 1.664 -3.280 -2.355 -0.225
C 2.852 -2.947 -3.228 -0.183
C 3.634 -1.782 -2.702 -0.171
N 4.179 -0.839 -2.311 0.205
H 1.467 -3.660 -0.193 0.050
H 2.926 -2.872 -0.573 0.060
H 2.749 -4.618 -0.928 0.082
H 1.102 -2.354 -2.229 0.092
H 0.968 -4.012 -2.764 0.112
H 2.526 -2.716 -4.242 0.103
H 3.423 -3.875 -3.271 0.122
C -3.577 -6.452 1.357 -0.097
C -2.716 -5.296 1.772 -0.256
C -1.482 -4.992 0.915 -0.168
C -1.856 -4.737 -0.483 -0.228
N -2.153 -4.537 -1.545 0.169
H -3.958 -6.343 0.341 0.075
H -4.352 -6.699 2.082 0.075
H -3.034 -7.397 1.346 0.075
H -2.388 -5.320 2.811 0.109
H -3.308 -4.383 1.714 0.075
H -0.770 -5.818 0.924 0.105
H -1.067 -4.074 1.330 0.078
C -6.309 0.156 1.192 -0.094
C -5.078 -0.646 1.621 -0.260
C -5.353 -2.129 1.792 -0.179
C -5.897 -2.779 0.566 -0.190
N -6.273 -3.291 -0.387 0.171
H -7.197 -0.091 1.774 0.079
H -6.555 -0.017 0.144 0.053
H -6.146 1.232 1.247 0.055
H -4.594 -0.168 2.473 0.098
H -4.325 -0.537 0.841 0.077
H -6.035 -2.325 2.619 0.115
H -4.439 -2.653 2.071 0.062
```